Density functional theory data (ωB97M-V/def2-TZVPD) for the molecule C4H8OSi.

```
14
Properties=species:S:1:pos:R:3:forces:R:3
Si -1.5045 -0.3008 0.2074 -1.70 1.22 -0.21
O 0.4540 1.4754 0.0038 0.64 0.21 -0.09
C 0.2136 -0.9013 -0.3533 0.12 1.37 -0.27
C -1.0710 1.4988 -0.1581 2.44 0.50 1.36
C 1.1484 0.2665 0.0078 -2.48 -0.01 -0.30
C 2.4333 0.0192 0.2986 -1.52 1.20 -0.77
H -1.3349 1.9057 -1.1068 0.22 -0.56 -1.55
H 0.7133 -1.6122 0.2274 -0.20 -2.04 0.72
H 2.9046 -0.9074 0.0863 -0.10 -0.83 0.13
H -1.6446 -0.5613 1.6609 0.05 -0.05 -0.15
H -1.3440 2.4157 0.3946 -0.07 -0.98 0.85
H -3.0390 -0.2215 -0.3738 1.99 -1.00 0.32
H 3.0624 0.8419 0.4018 1.11 1.28 0.49
H 0.4344 -1.0877 -1.3909 -0.52 -0.30 -0.54
```
Forces are in eV/Å.

Structure (SMILES) = C=C1C[SiH2]CO1
Total energy = -521.8412 hartree
HOMO level = -8.6371 eV
ΔE to the lowest compared entry with this formula, charge and spin = 60.4 kcal/mol
Multiplicity = 1
Orbital gap = 9.39 eV